Record 1
{
  "formula": "C23H29N7O4S",
  "method": "ωB97M-V/def2-TZVPD",
  "e_lumo_ev": 0.46,
  "total_energy_ev": -53778.3717,
  "charge": 0,
  "species": ["C", "C", "C", "S", "C", "O", "N", "C", "C", "C", "C", "C", "C", "N", "N", "N", "N", "C", "H", "H", "H", "H", "H", "H", "H", "H", "H", "H", "H", "H", "H", "C", "N", "C", "O", "C", "C", "C", "C", "C", "C", "O", "C", "C", "N", "C", "C", "O", "H", "H", "H", "H", "H", "H", "H", "H", "H", "H", "H", "H", "H", "H", "H", "H"],
  "coordinates": [[2.446, 5.718, 0.468], [1.025, 5.409, 0.968], [0.551, 6.511, 1.925], [-1.225, 6.266, 2.328], [0.972, 4.043, 1.670], [1.816, 3.790, 2.517], [-0.030, 3.158, 1.303], [-0.355, 1.891, 1.815], [-1.533, 1.319, 1.320], [-1.975, 0.073, 1.765], [-1.240, -0.623, 2.722], [-0.051, -0.087, 3.244], [0.709, -0.836, 4.265], [1.891, -0.407, 4.852], [2.265, -1.299, 5.685], [1.327, -2.268, 5.608], [0.340, -2.002, 4.728], [0.383, 1.170, 2.775], [2.457, 6.654, -0.100], [3.142, 5.815, 1.309], [2.803, 4.914, -0.183], [0.357, 5.384, 0.104], [1.147, 6.491, 2.845], [0.683, 7.494, 1.460], [-1.413, 7.243, 3.243], [-0.696, 3.546, 0.646], [-2.125, 1.850, 0.582], [-2.890, -0.356, 1.369], [-1.593, -1.594, 3.059], [1.365, -3.117, 6.175], [1.302, 1.572, 3.185], [-4.013, -2.472, -3.600], [-3.217, -1.506, -4.358], [-1.906, -1.271, -4.245], [-1.384, -0.422, -4.961], [-1.077, -2.003, -3.170], [-0.932, -1.124, -1.920], [-0.115, -1.750, -0.804], [1.202, -1.312, -0.559], [1.956, -1.886, 0.482], [1.391, -2.901, 1.282], [2.103, -3.436, 2.307], [0.077, -3.347, 1.031], [-0.675, -2.770, -0.011], [0.247, -2.388, -3.666], [0.440, -3.365, -4.548], [1.867, -3.606, -4.982], [-0.468, -4.059, -4.989], [-5.066, -2.373, -3.865], [-3.685, -3.487, -3.836], [-3.904, -2.297, -2.528], [-3.677, -0.981, -5.086], [-1.595, -2.917, -2.883], [-1.926, -0.898, -1.534], [-0.474, -0.176, -2.208], [1.629, -0.517, -1.154], [2.958, -1.539, 0.681], [2.769, -2.824, 2.626], [-0.342, -4.124, 1.651], [-1.684, -3.109, -0.197], [1.043, -1.863, -3.347], [1.885, -4.433, -5.691], [2.254, -2.707, -5.458], [2.469, -3.857, -4.111]]
}

=====

Record 2
{
  "formula": "C30H23F5N4O4PS2Tc",
  "method": "ωB97M-V/def2-TZVPD",
  "multiplicity": 4,
  "e_lumo_ev": [2.14, 2.11],
  "e_above_lowest_kj_mol": 89.3,
  "s2": 3.90,
  "total_energy_ev": -92379.1846,
  "charge": -1,
  "species": ["Tc", "O", "C", "O", "C", "P", "C", "C", "C", "C", "C", "C", "C", "C", "C", "C", "C", "C", "H", "H", "H", "H", "H", "H", "H", "H", "H", "H", "H", "H", "S", "C", "C", "N", "C", "H", "H", "H", "N", "C", "O", "C", "C", "N", "C", "N", "H", "H", "C", "O", "C", "C", "H", "H", "H", "H", "H", "H", "F", "C", "C", "F", "C", "F", "C", "S", "C", "F", "C", "F"],
  "coordinates": [[0.499, 1.935, 0.276], [-3.223, 3.158, -0.933], [-2.350, 2.410, -0.541], [-1.407, 2.744, 0.308], [-2.311, 0.960, -1.028], [-1.446, -0.110, 0.195], [-1.602, -1.790, -0.504], [-1.232, -2.871, 0.300], [-1.237, -4.167, -0.194], [-1.596, -4.402, -1.515], [-1.955, -3.335, -2.327], [-1.958, -2.038, -1.826], [-2.671, -0.138, 1.586], [-2.651, 0.929, 2.493], [-3.509, 0.956, 3.584], [-4.398, -0.088, 3.803], [-4.435, -1.149, 2.908], [-3.583, -1.171, 1.809], [-1.705, 0.932, -1.939], [-3.321, 0.628, -1.256], [-0.931, -2.692, 1.329], [-0.933, -4.990, 0.443], [-1.581, -5.409, -1.913], [-2.219, -3.506, -3.363], [-2.210, -1.219, -2.486], [-1.972, 1.756, 2.321], [-3.483, 1.800, 4.264], [-5.060, -0.075, 4.660], [-5.135, -1.963, 3.059], [-3.638, -2.002, 1.118], [5.118, 1.258, -0.275], [4.657, 2.883, -1.003], [3.134, 3.004, -0.787], [2.591, 1.861, -0.057], [3.471, 0.971, 0.175], [5.327, 3.644, -0.605], [2.761, 3.942, -0.379], [3.203, 0.031, 0.643], [-0.209, 3.258, -3.791], [0.755, 2.951, -2.893], [0.350, 2.536, -1.765], [2.118, 3.067, -3.266], [3.156, 2.939, -2.310], [4.454, 2.896, -2.451], [2.425, 3.401, -4.616], [2.629, 3.720, -5.708], [0.027, 3.738, -4.642], [-1.155, 3.294, -3.448], [0.650, 2.954, 4.342], [0.542, 2.949, 2.919], [0.654, 1.801, 2.217], [0.914, 0.558, 2.999], [1.628, 2.599, 4.666], [-0.129, 2.344, 4.800], [0.522, 3.988, 4.645], [0.135, 0.401, 3.752], [1.879, 0.612, 3.517], [0.923, -0.303, 2.333], [2.153, -6.203, -0.530], [1.953, -4.907, -0.823], [1.760, -4.499, -2.129], [1.764, -5.421, -3.105], [1.554, -3.167, -2.424], [1.352, -2.860, -3.711], [1.520, -2.159, -1.450], [1.184, -0.502, -1.838], [1.726, -2.629, -0.152], [1.703, -1.764, 0.893], [1.940, -3.954, 0.169], [2.111, -4.326, 1.451]]
}

=====

Record 3
{
  "formula": "C3H3CsMgO3",
  "method": "ωB97M-V/def2-TZVPD",
  "multiplicity": 2,
  "e_lumo_ev": [-5.29, -5.33],
  "e_above_lowest_kj_mol": 486.9,
  "s2": 0.76,
  "total_energy_ev": -15281.8573,
  "charge": 1,
  "species": ["H", "C", "C", "O", "C", "O", "O", "H", "H", "Mg", "Cs"],
  "coordinates": [[2.836, 0.108, 0.761], [-0.039, -1.534, -0.190], [-0.263, -0.137, -0.003], [-1.502, 0.205, 0.396], [-2.051, 1.419, 0.089], [-1.355, 2.255, -0.504], [1.105, -2.032, -0.205], [-0.926, -2.176, -0.321], [0.279, 0.599, -0.603], [-3.304, 3.039, -0.087], [5.220, -1.745, 0.667]]
}

=====

Record 4
{
  "formula": "C56H48AsCsN2OP3Te",
  "method": "ωB97M-V/def2-TZVPD",
  "e_lumo_ev": [-3.67, -3.00],
  "e_above_lowest_kj_mol": 29.9,
  "total_energy_ev": -160416.2991,
  "charge": 1,
  "species": ["Cs", "Te", "C", "C", "C", "N", "C", "C", "C", "P", "C", "C", "C", "C", "C", "C", "C", "C", "C", "C", "C", "C", "P", "C", "C", "C", "C", "C", "C", "C", "C", "C", "C", "C", "C", "H", "H", "H", "H", "H", "H", "H", "H", "H", "H", "H", "H", "H", "H", "H", "H", "H", "H", "H", "H", "H", "H", "H", "H", "O", "N", "C", "C", "As", "C", "C", "C", "C", "C", "C", "C", "C", "C", "C", "C", "C", "P", "C", "C", "C", "C", "C", "C", "C", "C", "C", "C", "C", "C", "H", "H", "H", "H", "H", "H", "H", "H", "H", "H", "H", "H", "H", "H", "H", "H", "H", "H", "H", "H", "H", "H", "H", "H"],
  "coordinates": [[-0.624, 1.847, -1.339], [0.892, -1.034, -6.373], [2.348, -2.540, -6.231], [2.572, -3.260, -5.068], [3.582, -4.212, -5.068], [4.350, -4.489, -6.122], [4.113, -3.789, -7.235], [3.138, -2.810, -7.341], [0.556, -0.841, -4.289], [-1.078, -1.306, -3.792], [-1.533, -2.880, -4.612], [-2.482, -2.865, -5.630], [-2.820, -4.036, -6.292], [-2.208, -5.231, -5.940], [-1.270, -5.256, -4.914], [-0.939, -4.085, -4.247], [-1.091, -1.844, -2.033], [-2.344, -2.251, -1.566], [-2.461, -2.938, -0.369], [-1.332, -3.180, 0.406], [-0.091, -2.734, -0.022], [0.036, -2.086, -1.248], [1.525, 0.364, -3.330], [3.227, 0.009, -3.897], [3.772, 0.425, -5.112], [5.017, -0.040, -5.510], [5.734, -0.914, -4.701], [5.215, -1.308, -3.476], [3.968, -0.845, -3.079], [1.184, 1.960, -4.202], [0.090, 2.190, -5.033], [-0.084, 3.432, -5.641], [0.818, 4.458, -5.409], [1.895, 4.250, -4.552], [2.072, 3.012, -3.950], [1.986, -3.086, -4.174], [3.783, -4.784, -4.168], [4.741, -4.020, -8.089], [3.016, -2.272, -8.274], [-2.954, -1.932, -5.912], [-3.557, -4.015, -7.085], [-2.466, -6.146, -6.459], [-0.796, -6.188, -4.633], [-0.217, -4.118, -3.438], [-3.225, -2.082, -2.177], [-3.430, -3.292, -0.040], [-1.420, -3.711, 1.345], [0.787, -2.926, 0.582], [1.018, -1.816, -1.611], [3.229, 1.109, -5.750], [5.428, 0.278, -6.461], [6.699, -1.285, -5.025], [5.778, -1.974, -2.834], [3.561, -1.158, -2.123], [-0.635, 1.407, -5.219], [-0.929, 3.593, -6.299], [0.684, 5.417, -5.892], [2.601, 5.049, -4.363], [2.926, 2.846, -3.303], [-1.598, 5.010, -3.074], [-1.877, 3.943, -2.752], [-0.617, 2.571, 3.417], [-1.271, 2.015, 4.674], [-1.621, 3.360, 6.078], [-2.284, 2.083, 7.389], [-1.602, 0.912, 7.726], [-2.148, 0.019, 8.637], [-3.383, 0.285, 9.221], [-4.066, 1.446, 8.893], [-3.517, 2.341, 7.980], [0.209, 3.632, 6.712], [1.106, 4.290, 5.867], [2.403, 4.561, 6.279], [2.818, 4.199, 7.553], [1.925, 3.576, 8.413], [0.627, 3.295, 7.997], [-0.757, 1.531, 1.889], [-0.068, -0.055, 2.483], [-0.749, -0.981, 3.275], [-0.090, -2.094, 3.778], [1.260, -2.293, 3.506], [1.948, -1.378, 2.722], [1.282, -0.273, 2.206], [-2.560, 1.263, 1.742], [-3.077, 0.066, 1.251], [-4.437, -0.070, 1.003], [-5.299, 0.990, 1.239], [-4.794, 2.194, 1.714], [-3.434, 2.335, 1.954], [0.455, 2.706, 3.562], [-1.017, 3.556, 3.159], [-0.672, 1.210, 5.098], [-2.261, 1.610, 4.455], [-0.631, 0.701, 7.293], [-1.608, -0.883, 8.897], [-3.807, -0.411, 9.933], [-5.025, 1.659, 9.348], [-4.054, 3.248, 7.730], [0.787, 4.619, 4.885], [3.086, 5.072, 5.610], [3.828, 4.415, 7.879], [2.235, 3.308, 9.415], [-0.056, 2.813, 8.685], [-1.797, -0.833, 3.507], [-0.628, -2.801, 4.398], [1.773, -3.156, 3.911], [3.000, -1.525, 2.510], [1.825, 0.439, 1.593], [-2.412, -0.769, 1.067], [-4.824, -1.011, 0.630], [-6.361, 0.881, 1.057], [-5.460, 3.027, 1.901], [-3.061, 3.282, 2.325]]
}

=====

Record 5
{
  "formula": "C5H12NS",
  "method": "ωB97M-V/def2-TZVPD",
  "e_lumo_ev": 3.41,
  "e_above_lowest_kj_mol": 70.2,
  "total_energy_ev": -17705.0627,
  "charge": -1,
  "species": ["C", "N", "C", "C", "C", "C", "S", "H", "H", "H", "H", "H", "H", "H", "H", "H", "H", "H", "H"],
  "coordinates": [[-1.068, -0.487, -1.237], [-0.747, -0.415, 0.164], [-1.607, -1.211, 1.012], [0.668, -0.652, 0.405], [1.589, 0.518, -0.059], [0.983, 1.924, -0.002], [2.276, 3.213, -0.236], [-0.807, -1.457, -1.706], [-0.597, 0.347, -1.751], [-2.142, -0.335, -1.348], [-1.354, -0.959, 2.044], [-2.612, -0.836, 0.911], [-1.609, -2.288, 0.794], [0.824, -0.744, 1.475], [0.982, -1.575, -0.112], [2.504, 0.530, 0.537], [1.946, 0.321, -1.062], [0.271, 2.077, -0.804], [0.501, 2.030, 0.976]]
}

=====

Record 6
{
  "formula": "C17H21NO3",
  "method": "ωB97M-V/def2-TZVPD",
  "e_lumo_ev": 0.51,
  "e_above_lowest_kj_mol": 10.6,
  "total_energy_ev": -25603.5740,
  "charge": 0,
  "species": ["C", "C", "C", "C", "C", "C", "C", "C", "C", "N", "C", "C", "C", "C", "C", "C", "O", "O", "O", "C", "C", "H", "H", "H", "H", "H", "H", "H", "H", "H", "H", "H", "H", "H", "H", "H", "H", "H", "H", "H", "H", "H"],
  "coordinates": [[-1.477, 2.349, 3.397], [-1.609, 2.973, 2.007], [-0.298, 2.938, 1.273], [0.559, 4.022, 1.248], [1.792, 3.980, 0.591], [2.215, 2.850, -0.069], [1.380, 1.734, -0.066], [1.471, 0.427, -0.628], [0.332, -0.239, -0.283], [-0.480, 0.575, 0.464], [0.136, 1.789, 0.611], [0.010, -1.652, -0.656], [-0.193, -2.511, 0.608], [1.013, -2.443, 1.538], [-1.269, -1.652, -1.571], [-2.243, -2.750, -1.252], [-2.277, -3.844, -1.742], [-3.135, -2.359, -0.320], [1.105, -2.232, -1.346], [1.815, -1.376, -2.217], [2.512, -0.230, -1.472], [-0.751, 2.904, 3.986], [-2.432, 2.365, 3.918], [-1.137, 1.318, 3.328], [-2.371, 2.435, 1.436], [-1.939, 4.009, 2.111], [0.267, 4.932, 1.750], [2.420, 4.859, 0.608], [3.168, 2.821, -0.575], [-1.372, 0.315, 0.847], [-1.089, -2.174, 1.132], [-0.340, -3.543, 0.285], [0.862, -3.103, 2.389], [1.167, -1.432, 1.905], [1.905, -2.757, 1.005], [-0.937, -1.783, -2.602], [-1.787, -0.698, -1.471], [-3.753, -3.083, -0.128], [2.539, -2.022, -2.715], [1.138, -0.952, -2.973], [2.946, 0.472, -2.185], [3.317, -0.628, -0.847]]
}

=====

Record 7
{
  "formula": "C4H13NO2",
  "method": "ωB97M-V/def2-TZVPD",
  "e_lumo_ev": 0.55,
  "e_above_lowest_kj_mol": 163.4,
  "total_energy_ev": -9942.5035,
  "charge": 0,
  "species": ["C", "C", "C", "N", "C", "H", "H", "H", "H", "H", "H", "H", "H", "H", "O", "H", "H", "O", "H", "H"],
  "coordinates": [[-0.631, -0.380, -2.136], [-0.296, 0.880, -1.993], [0.657, 1.369, -0.895], [0.476, 0.690, 0.390], [-0.881, 0.953, 0.843], [-1.227, -0.853, -2.894], [-0.292, -1.034, -1.337], [-0.683, 1.655, -2.659], [0.822, 2.441, -0.814], [1.610, 0.980, -1.289], [0.616, -0.306, 0.236], [-1.246, 0.361, 1.673], [-1.587, 0.690, 0.045], [-1.045, 2.023, 0.984], [1.895, -0.253, 2.943], [1.214, -0.891, 3.202], [1.416, 0.226, 2.241], [-0.320, -2.597, 0.764], [-0.578, -2.488, -0.154], [0.081, -3.467, 0.850]]
}

=====

Record 8
{
  "formula": "C9H6F3NO4",
  "method": "ωB97M-V/def2-TZVPD",
  "e_lumo_ev": -0.47,
  "e_above_lowest_kj_mol": 0.0,
  "total_energy_ev": -27257.3319,
  "charge": 0,
  "species": ["C", "C", "C", "O", "C", "C", "F", "C", "O", "C", "N", "O", "O", "C", "F", "C", "F", "H", "H", "H", "H", "H", "H"],
  "coordinates": [[-4.198, -0.758, -1.140], [-2.974, -0.678, -1.809], [-1.847, 0.188, -1.435], [-0.676, -0.640, -1.334], [0.322, -0.220, -0.510], [0.706, -1.052, 0.577], [0.194, -2.278, 0.769], [1.741, -0.646, 1.401], [2.127, -1.520, 2.358], [2.374, 0.592, 1.220], [3.439, 1.056, 2.022], [3.227, 1.094, 3.223], [4.498, 1.332, 1.466], [1.902, 1.443, 0.244], [2.411, 2.662, 0.040], [0.875, 1.060, -0.607], [0.449, 1.917, -1.563], [-5.023, -1.390, -1.456], [-4.402, -0.122, -0.272], [-2.844, -1.338, -2.671], [-2.086, 0.692, -0.466], [-1.771, 0.897, -2.278], [1.556, -2.291, 2.221]]
}